DFT (ωB97M-V/def2-TZVPD) results for a 2-piece molecular cluster, C4H6N overall at a distorted geometry.

Cartesian coordinates (Å):
C1 -0.17618 1.11503 2.68179
C2 -0.20559 0.57884 1.55572
C3 0.48153 -0.93121 -0.40044
C4 -0.34003 -0.02387 0.34933
N1 0.31673 0.41543 -0.96291
H1 0.23513 1.80321 3.36574
H2 1.44839 -1.06375 0.01130
H3 -0.13356 -1.69648 -0.85130
H4 -2.26974 -0.04201 -0.42334
H5 1.25106 0.80114 -1.01675
H6 -0.06245 0.33864 -1.89368

The calculation puts the lowest unoccupied orbital energy (alpha / beta) at -5.49 / -6.27 eV. The maximum force comes out at 4.6 eV/Å. As for the total charge: +1.